1.
C68H187N17O17 | wB97M-V/def2-TZVPD

spin multiplicity	1
E_tot	-133675.221	eV

Positions of all 289 atoms, in Å:
C  0.71716  7.40037  -0.47100
C  -0.72387  6.89652  -0.20805
C  -1.17787  7.36100  1.23346
O  -0.40708  6.71276  2.19106
C  -0.62691  5.30077  2.35965
N  -1.50216  7.53500  -1.25641
H  0.91329  8.41772  -0.13242
H  1.11379  7.31226  -1.48245
H  1.48164  6.88304  0.10869
H  -0.81325  5.81253  -0.27939
H  -2.21128  7.10180  1.46362
H  -1.22140  8.43958  1.38470
H  -0.27534  4.60872  1.59443
H  -1.68936  5.14116  2.54353
H  -0.17727  5.01146  3.30951
H  -1.31175  8.52540  -1.31089
H  -2.47972  7.56777  -1.00462
C  -4.50361  -1.70890  -4.98623
C  -5.29369  -0.45781  -5.28904
C  -4.96030  0.70850  -4.33767
O  -5.21224  0.37129  -2.96460
C  -4.74400  1.34252  -2.02309
N  -5.16653  -0.17974  -6.71111
H  -3.42479  -1.59013  -5.08692
H  -4.71965  -2.49037  -5.71475
H  -4.70064  -2.07238  -3.97768
H  -6.37241  -0.60536  -5.23700
H  -5.50359  1.59707  -4.65918
H  -3.89907  0.91501  -4.47640
H  -3.68181  1.53653  -2.17213
H  -4.91780  1.05423  -0.98637
H  -5.16842  2.34230  -2.11474
H  -5.36639  -1.02751  -7.22242
H  -4.20120  0.00126  -6.94665
C  2.13578  4.12659  -1.83892
C  1.80516  3.26027  -3.03090
C  2.78560  2.04594  -3.33598
O  4.10250  2.48786  -3.53044
C  4.90912  1.44044  -4.08401
N  0.44256  2.79647  -2.87623
H  1.31980  4.82374  -1.64854
H  3.05068  4.70007  -1.98781
H  2.22247  3.53379  -0.92833
H  1.86684  3.87168  -3.93117
H  2.44953  1.62266  -4.28256
H  2.85039  1.30646  -2.53781
H  5.75907  1.92414  -4.56537
H  4.39449  0.74691  -4.74905
H  5.28072  0.83871  -3.25460
H  -0.06622  3.64202  -2.66108
H  0.04984  2.65856  -3.79648
C  -4.21943  3.32839  1.88469
C  -5.50380  4.26939  1.99530
C  -5.15823  5.67951  2.46244
O  -4.70409  5.67153  3.84719
C  -4.22974  6.96546  4.32270
N  -6.08644  4.34565  0.69190
H  -3.85061  3.10112  2.88490
H  -3.48293  3.73407  1.19109
H  -4.65222  2.43048  1.44361
H  -6.26394  3.86583  2.66420
H  -5.99388  6.35585  2.28259
H  -4.33239  6.11934  1.90330
H  -3.96434  6.94895  5.37976
H  -4.98966  7.74349  4.24999
H  -3.38212  7.23643  3.69323
H  -6.17696  3.35985  0.49168
H  -7.05626  4.53753  0.89863
C  6.43530  -4.27299  -0.49801
C  7.30951  -3.45597  0.39138
C  6.84501  -3.41792  1.84619
O  5.57293  -2.71851  1.97380
C  5.74934  -1.35373  2.28732
N  8.67295  -3.95927  0.15718
H  6.66852  -4.33581  -1.56091
H  5.42628  -3.86816  -0.42000
H  6.42505  -5.30167  -0.13772
H  7.38280  -2.44134  -0.00010
H  7.63794  -2.95508  2.43368
H  6.73408  -4.45819  2.15215
H  4.85992  -0.79187  2.00211
H  6.54659  -0.98246  1.64340
H  5.96160  -1.20930  3.34665
H  8.94661  -3.58943  -0.74195
H  8.75506  -4.94892  -0.02710
C  -5.84788  5.39840  -2.75707
C  -4.62445  6.03861  -2.11895
C  -5.03438  7.12504  -1.11379
O  -3.88447  7.62349  -0.31331
C  -4.22495  8.73191  0.54781
N  -4.06624  4.98931  -1.31127
H  -6.39199  6.12824  -3.35655
H  -6.50866  4.95187  -2.01405
H  -5.59111  4.65655  -3.51327
H  -3.79858  6.34779  -2.75960
H  -5.82161  6.75884  -0.45481
H  -5.52816  7.92390  -1.66707
H  -4.99774  8.36399  1.22274
H  -4.64183  9.56678  -0.01548
H  -3.47014  9.12053  1.23143
H  -4.76443  4.48917  -0.77977
H  -3.60467  5.48595  -0.56267
C  4.55337  -2.79208  5.41119
C  4.25165  -4.16374  6.06502
C  4.53313  -4.07075  7.60486
O  5.90132  -4.05716  7.97889
C  6.14613  -3.85048  9.37185
N  2.82527  -4.37715  5.85469
H  4.14797  -1.88758  5.86465
H  4.22399  -2.76940  4.37240
H  5.63649  -2.68524  5.35181
H  4.66893  -5.11035  5.72164
H  4.10870  -4.87931  8.20000
H  4.06158  -3.15999  7.97398
H  5.76895  -2.88315  9.70367
H  7.22051  -3.89014  9.55135
H  5.61882  -4.62499  9.92879
H  2.61544  -4.50073  4.87449
H  2.28395  -3.56903  6.12674
C  2.67975  -1.05043  -0.52984
C  1.30445  -0.88666  0.18514
C  0.55347  0.34785  -0.40037
O  -0.60518  0.59339  0.38179
C  -1.46767  1.58343  -0.16247
N  0.59970  -2.09955  -0.03924
H  3.28819  -0.16213  -0.36004
H  2.47415  -1.11781  -1.59815
H  3.22110  -1.96938  -0.30499
H  1.50316  -0.69478  1.23955
H  0.33093  0.25519  -1.46338
H  1.22195  1.19630  -0.25413
H  -1.78898  1.45420  -1.19599
H  -0.94759  2.53090  -0.02134
H  -2.33952  1.70185  0.48093
H  -0.35622  -1.92758  0.23779
H  0.51215  -2.32995  -1.01870
C  -2.12428  -2.87114  2.83088
C  -1.09941  -4.07046  2.77242
C  -1.22883  -5.08140  1.61720
O  -0.25912  -6.07779  1.75448
C  -0.29142  -7.03893  0.75885
N  0.20519  -3.44876  2.69816
H  -1.94672  -2.23968  3.70141
H  -3.17356  -3.16022  2.77122
H  -1.94042  -2.14594  2.03818
H  -1.24756  -4.58480  3.72195
H  -1.14429  -4.51179  0.69173
H  -2.21090  -5.55426  1.62445
H  -0.05896  -6.57475  -0.19959
H  -1.23077  -7.58924  0.81250
H  0.49774  -7.76956  0.93637
H  0.29525  -3.10825  1.75157
H  0.93385  -4.14643  2.74739
C  -0.72769  0.17311  -4.73590
C  0.34392  -0.74358  -5.29913
C  -0.04557  -2.18623  -4.99757
O  -0.00364  -2.63487  -3.62282
C  -0.48833  -3.89786  -3.41405
N  0.38439  -0.45592  -6.75113
H  -1.74580  0.20769  -5.12367
H  -0.51579  1.23807  -4.64067
H  -0.98925  -0.07737  -3.70782
H  1.33360  -0.52786  -4.89649
H  0.60344  -2.83108  -5.59006
H  -1.06229  -2.41990  -5.31344
H  0.09193  -4.66732  -3.92330
H  -1.55665  -4.00704  -3.60076
H  -0.39097  -4.02788  -2.33622
H  0.58171  0.53457  -6.76134
H  1.16492  -0.92725  -7.18556
C  7.16159  1.99552  0.90653
C  5.93924  2.02078  -0.00992
C  4.69982  2.46257  0.74506
O  4.34392  1.55597  1.77591
C  3.20087  1.95296  2.58944
N  6.24438  2.95972  -1.06429
H  7.31293  3.01808  1.25230
H  7.99340  1.60804  0.31826
H  7.03618  1.33509  1.76456
H  5.69742  1.01414  -0.35095
H  3.92811  2.52330  -0.02231
H  4.94183  3.42307  1.20000
H  2.95231  1.18674  3.32376
H  2.27940  2.22051  2.07233
H  3.52058  2.82066  3.16648
H  6.17027  3.87774  -0.64973
H  5.42758  2.95088  -1.65831
C  -0.45820  5.37432  -4.88529
C  -1.73332  5.14760  -4.04736
C  -2.61007  4.03056  -4.68512
O  -3.06435  4.28216  -6.01197
C  -4.05918  3.39456  -6.53336
N  -1.35408  4.95518  -2.67655
H  -0.02085  4.43897  -5.23449
H  0.35227  5.99768  -4.50760
H  -0.75280  5.82550  -5.83279
H  -2.28128  6.08815  -4.10401
H  -3.52883  3.91381  -4.11035
H  -2.11221  3.06718  -4.57495
H  -3.73187  2.36104  -6.42019
H  -4.07567  3.65477  -7.59172
H  -5.01327  3.49279  -6.01551
H  -2.13044  4.50666  -2.21158
H  -1.25990  5.87053  -2.26018
C  1.89654  -0.08655  6.30674
C  0.84578  -0.79717  5.52451
C  0.21724  -0.07851  4.35373
O  -0.43027  1.04792  4.84396
C  -1.00822  1.86927  3.84324
N  1.29096  -2.07156  5.11677
H  2.18481  -0.64391  7.19800
H  1.49563  0.88492  6.59591
H  2.77075  0.14947  5.69998
H  0.02478  -1.03810  6.19980
H  -0.47705  -0.70914  3.79842
H  0.98102  0.17052  3.61704
H  -0.33435  2.12669  3.02609
H  -1.19705  2.84304  4.29514
H  -1.91193  1.52581  3.33981
H  2.08241  -1.92553  4.50654
H  0.69126  -2.54238  4.45436
C  3.43134  -5.67477  1.07073
C  3.19342  -6.46395  2.32742
C  4.52159  -6.69214  3.15600
O  5.53631  -7.35295  2.39759
C  6.68966  -7.50632  3.09676
N  2.08738  -5.88492  3.06850
H  2.43009  -5.52020  0.66861
H  4.16495  -6.02833  0.34622
H  3.89830  -4.71997  1.31237
H  2.90735  -7.46879  2.01668
H  4.35483  -7.26013  4.07125
H  4.91014  -5.72491  3.47473
H  7.52117  -7.82379  2.46756
H  6.64941  -8.23202  3.90906
H  7.05785  -6.52566  3.39817
H  1.97027  -6.27258  3.99376
H  1.19163  -5.94378  2.60562
C  -4.47411  -0.49274  2.14091
C  -5.79588  -0.44054  2.92629
C  -6.96194  -0.23880  1.96305
O  -6.84820  1.01576  1.25857
C  -7.87665  1.27646  0.30018
N  -5.89943  -1.76004  3.64145
H  -4.33004  0.31713  1.42575
H  -4.42798  -1.23999  1.34872
H  -3.62812  -0.54118  2.82652
H  -5.78399  0.34613  3.68068
H  -7.88468  -0.20710  2.54240
H  -7.05128  -1.11540  1.32142
H  -8.01339  2.29420  -0.06536
H  -8.87227  0.91797  0.56156
H  -7.70049  0.69212  -0.60293
H  -6.67768  -1.65193  4.27606
H  -6.18099  -2.44622  2.95589
C  4.97064  -2.09505  -3.22492
C  4.37855  -3.36222  -3.73139
C  3.20201  -4.01391  -2.98634
O  2.88486  -5.26758  -3.61575
C  3.29569  -6.42409  -2.98095
N  4.00440  -3.21216  -5.15513
H  5.21811  -2.24018  -2.17335
H  4.22295  -1.31476  -3.36711
H  5.84371  -1.87671  -3.83987
H  5.21669  -4.05604  -3.66636
H  2.35123  -3.34089  -3.09271
H  3.27881  -4.16820  -1.91005
H  2.79460  -6.60077  -2.02922
H  4.35871  -6.48669  -2.74823
H  3.09668  -7.31929  -3.57010
H  3.74498  -4.15840  -5.39478
H  3.12822  -2.71319  -5.21372
C  -3.27286  -5.75090  -1.23965
C  -4.01916  -4.71821  -0.45618
C  -3.90907  -3.28896  -1.14785
O  -2.57211  -2.89829  -1.23317
C  -2.51569  -1.50286  -1.56230
N  -5.44794  -5.15782  -0.57097
H  -2.22152  -5.46626  -1.28163
H  -3.64179  -5.83097  -2.26219
H  -3.40608  -6.75382  -0.83407
H  -3.70030  -4.66396  0.58473
H  -4.51450  -2.52423  -0.66128
H  -4.34233  -3.45872  -2.13353
H  -3.04233  -1.29661  -2.49407
H  -1.45889  -1.24733  -1.63957
H  -2.95938  -0.85949  -0.80249
H  -5.68477  -5.43208  -1.51373
H  -5.44562  -6.03483  -0.07004

***

2.
C35H33BrN5O2Sr | wB97M-V/def2-TZVPD

spin multiplicity	1
total charge	-1
E_tot	-119257.130	eV

Positions of all 77 atoms, in Å:
Sr  0.47192  0.06005  -0.70923
C  -3.52971  -0.10295  -0.54932
N  -2.50846  -0.16139  -1.58822
C  -2.73219  0.92338  -2.56096
C  -1.47423  1.50956  -3.20603
C  -0.85256  2.69206  -2.42853
N  0.42892  2.35298  -1.84815
C  1.42561  3.11611  -2.06205
C  2.79141  2.99177  -1.57536
C  3.67079  4.00094  -2.00120
C  4.99746  4.04163  -1.63932
C  5.48085  3.02241  -0.80733
C  4.65696  2.01923  -0.36622
C  3.27587  1.94459  -0.71805
O  2.55513  0.98681  -0.27660
C  -2.52647  -1.44780  -2.29688
C  -2.54238  -2.71411  -1.43687
C  -1.40539  -2.85730  -0.42151
N  -0.17160  -2.42577  -1.02463
C  0.63573  -3.27714  -1.51868
C  1.81040  -2.95190  -2.30563
C  2.77169  -3.96225  -2.47264
C  3.91297  -3.77643  -3.21499
C  4.09521  -2.53323  -3.84309
C  3.16364  -1.53440  -3.73439
C  1.96845  -1.68172  -2.96488
O  1.11047  -0.73582  -2.90175
H  -4.54250  -0.26800  -0.95764
H  -3.48435  0.86632  -0.05806
H  -3.33877  -0.84707  0.22111
H  -3.26243  1.72624  -2.04427
H  -3.41517  0.56161  -3.34620
H  -1.73722  1.85449  -4.20911
H  -0.72217  0.72832  -3.35547
H  -1.51902  2.96390  -1.60301
H  -0.76678  3.57330  -3.08039
H  1.27120  4.00443  -2.69537
H  3.27299  4.77920  -2.64635
H  5.64543  4.83499  -1.98737
H  6.52313  3.02266  -0.50578
H  5.03209  1.23063  0.27490
H  -1.65553  -1.47213  -2.95649
H  -3.42477  -1.49645  -2.93943
H  -2.48573  -3.55066  -2.14028
H  -3.49932  -2.81166  -0.91779
H  -1.35813  -3.89785  -0.06609
H  -1.59915  -2.21751  0.44466
H  0.45369  -4.35387  -1.36120
H  2.59704  -4.91763  -1.98458
H  4.64736  -4.56433  -3.31633
H  4.99042  -2.35792  -4.43017
H  3.30961  -0.57761  -4.22066
N  -4.55734  3.74743  8.07466
C  -4.06535  3.38128  7.10061
C  -3.45294  2.92573  5.88594
C  -2.10440  3.18536  5.63576
C  -1.51842  2.74487  4.46668
C  -2.25614  2.03063  3.50789
C  -3.61229  1.78154  3.77776
C  -4.20329  2.21909  4.94529
C  -1.64593  1.55863  2.31154
C  -1.09425  1.11923  1.30253
H  -1.52283  3.73346  6.36557
H  -0.47368  2.94305  4.26967
H  -4.19183  1.23495  3.04551
H  -5.24912  2.01843  5.13879
Br  0.62869  -4.86348  5.31747
C  0.66347  -3.56441  3.93823
C  -0.32464  -2.60184  3.87172
C  -0.25460  -1.67521  2.83855
N  0.70928  -1.67930  1.92050
C  1.65210  -2.61285  2.01154
C  1.68076  -3.58356  3.00225
H  -1.12487  -2.56089  4.59657
H  -0.98924  -0.88237  2.74119
H  2.42652  -2.58996  1.25147
H  2.46798  -4.32252  3.03617

***

3.
C13H18N2O6PdSeSi | wB97M-V/def2-TZVPD

spin multiplicity	1
E_tot	-105743.674	eV

Positions of all 42 atoms, in Å:
Pd  0.47678  0.24897  0.16240
O  1.40874  -0.44180  3.98475
C  1.04693  -0.41192  2.83713
O  1.34817  0.51912  1.96008
C  0.13401  -1.51141  2.29451
C  -0.32105  -2.63562  2.95188
C  -1.14843  -3.51449  2.25482
C  -1.50834  -3.25988  0.93253
C  -1.01860  -2.11677  0.33632
N  -0.24193  -1.30976  1.03984
C  -1.25038  -1.61438  -1.08323
O  -1.96158  -2.22445  -1.84102
O  -0.61322  -0.50107  -1.36028
H  -0.01889  -2.80358  3.97595
H  -1.51271  -4.40693  2.74552
H  -2.14454  -3.92042  0.36081
N  -1.13946  1.69496  1.10611
C  -1.47001  3.02364  0.53683
C  -0.21529  3.68180  -0.04112
C  0.32736  2.67793  -1.03150
O  -0.19261  2.52913  -2.11410
O  1.31482  1.92785  -0.56017
H  -1.99779  1.19633  1.31567
H  -0.63432  1.81084  1.98159
H  -1.93227  3.65830  1.29624
H  -2.18546  2.86687  -0.27012
H  0.51442  3.89033  0.73993
H  -0.49450  4.60142  -0.55082
C  3.96294  1.17812  -2.46011
Si  2.89059  -0.33213  -2.62402
C  3.92541  -1.78925  -3.19079
C  1.41297  -0.07169  -3.70974
Se  2.30029  -1.16558  -0.52948
H  4.38865  1.44150  -3.43191
H  4.78228  0.99785  -1.76230
H  3.37872  2.01843  -2.09124
H  4.39421  -1.53709  -4.14558
H  3.31117  -2.67840  -3.33904
H  4.72402  -2.03076  -2.48694
H  1.76652  0.12145  -4.72734
H  0.82198  0.78177  -3.37456
H  0.76871  -0.95092  -3.72581

***

4.
C4H13N2O3 | wB97M-V/def2-TZVPD

spin multiplicity	1
total charge	+1
E_tot	-13475.774	eV

Positions of all 22 atoms, in Å:
O  2.51868  1.92294  -0.03795
C  1.46899  1.67407  -0.54678
O  0.97984  2.35279  -1.59485
C  0.58318  0.53428  -0.09344
C  0.24508  0.70206  1.36972
C  -0.73168  -0.35424  1.91894
N  -1.29920  -1.23305  0.88971
N  -0.71299  0.55607  -0.91683
H  1.51246  3.13697  -1.79069
H  1.08259  -0.39493  -0.37016
H  -0.05724  1.70760  1.67750
H  1.22017  0.65040  1.86769
H  -1.57259  0.18569  2.35636
H  -0.29419  -0.91640  2.74700
H  -2.24626  -1.47265  1.13723
H  -0.73056  -2.04036  0.67288
H  -1.27745  -0.21055  -0.46728
H  -0.44013  0.25873  -1.84867
H  -1.20925  1.44030  -0.86003
H  0.36359  -3.56900  -1.72751
H  0.50148  -2.28906  -2.59078
O  0.09546  -2.64167  -1.79205

***

Computed values of ΔE to the lowest compared entry with this formula, charge and spin (unit: kJ/mol) for the preceding records, in sequence: 495.33; 6.77; 32.62; 62.65.
Computed values of frontier orbital gap (unit: eV) for the preceding records, in sequence: 8.04; 6.84; 6.95; 10.94.